(1)
Density functional theory data (ωB97M-V/def2-TZVPD) for a 8-piece molecular cluster, C34H53F18NO13 overall in a non-equilibrium geometry.

ΔE to the lowest compared entry with this formula, charge and spin   213.4 kJ/mol
Highest occupied orbital energy   -0.254 Eh
LUMO level   0.07 eV
Total charge   0

The geometry in XYZ format:
```
119
C34H53F18NO13 (ωB97M-V/def2-TZVPD)
C -1.638 -3.426 2.999
C -0.139 -3.683 2.428
C 0.039 -3.167 0.992
N 1.415 -3.400 0.496
C 1.778 -4.829 0.568
C 2.933 -5.334 -0.228
C 2.966 -4.736 -1.600
C 2.561 -3.202 -1.630
C 1.364 -2.951 -0.809
C 2.392 -2.560 1.286
H -1.854 -3.756 4.154
H -2.484 -4.048 2.487
H -1.715 -2.382 2.772
H 0.058 -4.906 2.575
H 0.495 -3.256 3.258
H -0.191 -2.210 0.740
H -0.569 -3.690 0.409
H 1.136 -5.670 0.152
H 2.088 -5.034 1.631
H 2.995 -6.405 -0.233
H 3.796 -5.110 0.354
H 2.033 -5.261 -2.303
H 3.898 -4.740 -2.021
H 2.343 -2.926 -2.691
H 3.340 -2.599 -1.330
H 0.518 -3.340 -1.234
H 1.105 -1.896 -0.762
H 2.418 -3.202 2.277
H 2.047 -1.351 1.210
H 3.452 -2.832 0.916
C -0.176 1.781 -0.460
O 0.107 0.445 -0.458
H -1.051 1.829 -1.121
H 0.614 2.297 -0.697
H -0.641 2.066 0.733
C -1.031 1.410 3.427
C -0.059 0.410 2.690
O 0.645 -0.387 3.552
C 1.609 -0.044 4.361
O 2.017 1.071 4.516
C 2.212 -1.251 5.319
F 2.621 -0.762 6.388
F 1.183 -2.202 5.555
F 3.194 -1.818 4.570
H -1.423 2.137 2.878
H -0.385 1.958 4.103
H -1.873 0.830 3.992
H 0.623 0.990 2.077
H -0.644 -0.104 1.875
C -2.203 0.513 -3.501
C -1.913 -0.784 -3.002
O -3.036 -1.434 -2.604
C -3.058 -2.550 -1.975
O -2.011 -3.290 -1.886
C -4.402 -2.963 -1.261
F -4.358 -2.905 0.114
F -5.335 -2.224 -1.763
F -4.591 -4.295 -1.450
H -3.135 0.588 -4.185
H -1.278 0.999 -3.953
H -2.320 1.421 -2.905
H -1.000 -0.726 -2.248
H -1.274 -1.458 -3.553
C 0.322 4.863 1.683
C -0.737 5.143 0.605
O -1.872 5.581 1.312
C -3.044 6.068 0.759
O -3.002 6.252 -0.459
C -4.302 6.278 1.577
F -4.351 5.228 2.306
F -4.169 7.355 2.395
F -5.373 6.419 0.790
H -0.142 4.280 2.648
H 0.765 5.889 1.778
H 1.125 4.130 1.338
H -0.995 4.124 0.017
H -0.551 5.935 0.169
C 3.104 2.179 -3.981
C 1.610 1.985 -3.901
O 1.099 1.425 -5.096
C 1.154 0.190 -5.426
O 1.583 -0.683 -4.711
C 0.475 -0.080 -6.748
F 1.137 -0.885 -7.564
F -0.734 -0.619 -6.457
F 0.095 1.044 -7.462
H 3.825 1.270 -4.246
H 3.595 2.137 -2.989
H 3.419 2.993 -4.357
H 1.018 2.946 -3.531
H 1.302 1.295 -3.073
C 3.514 2.374 1.394
C 4.229 1.354 0.467
O 5.613 1.301 0.831
C 6.328 0.119 1.083
O 5.907 -1.058 0.767
C 7.717 0.475 1.737
F 7.378 0.964 2.975
F 8.472 -0.586 1.907
F 8.434 1.395 1.087
H 3.987 3.320 1.372
H 3.431 2.258 2.506
H 2.412 2.614 0.964
H 3.958 1.730 -0.380
H 3.942 0.440 0.540
C -4.073 2.387 -0.094
C -4.252 0.858 -0.464
O -5.359 0.267 0.325
C -6.588 0.158 -0.312
O -6.801 0.669 -1.362
C -7.660 -0.475 0.624
F -8.248 0.434 1.294
F -8.470 -1.373 -0.149
F -6.963 -1.311 1.466
H -3.569 2.298 0.756
H -4.978 3.086 -0.101
H -3.367 2.746 -0.781
H -3.379 0.420 -0.304
H -4.179 0.747 -1.516
```

Atom charges from the Löwdin analysis, given in e for atoms 1 to 4: number 1, C, carries -0.092; number 2, C, carries -0.195; number 3, C, carries -0.121; number 4, N, carries -0.292


(2)
Density functional theory data (ωB97M-V/def2-TZVPD) for C34H54AlBBeCl4F6Li2NO16PS2 as an isolated structure in a non-equilibrium geometry.

Highest occupied orbital energy   -0.189 Eh
LUMO level   -3.76 eV
Total charge   0

The geometry in XYZ format:
```
123
C34H54AlBBeCl4F6Li2NO16PS2 (ωB97M-V/def2-TZVPD)
C 2.281 2.022 1.249
C 3.164 1.779 0.048
P 3.216 0.149 -0.944
C 2.133 -1.350 -0.435
C 0.699 -0.959 0.258
C -0.460 -1.807 -0.600
C -1.867 -1.996 0.218
C -2.457 -0.635 0.915
C -2.761 0.497 -0.250
C -3.668 1.672 0.484
C -4.260 2.805 -0.542
C 1.992 0.752 -2.277
C 1.728 2.369 -2.310
C 2.738 3.338 -3.226
C 2.528 4.984 -3.368
C 1.299 5.761 -2.609
C 0.289 4.819 -1.666
C -0.930 5.647 -0.911
C 0.501 3.166 -1.539
C 4.536 -0.485 0.292
C 5.940 0.359 0.297
C 6.339 0.746 1.874
O 7.114 -0.436 -0.196
B 4.480 -0.194 -2.394
C 4.853 -1.786 -2.711
O 5.139 0.864 -3.186
H 1.146 2.291 1.113
H 2.671 1.948 2.364
H 3.878 2.689 -0.232
H 2.698 -2.055 0.308
H 1.943 -1.973 -1.427
H 0.420 0.173 0.118
H 0.642 -1.345 1.362
H 0.001 -2.901 -0.726
H -0.599 -1.399 -1.696
H -2.677 -2.329 -0.593
H -1.838 -2.904 0.993
H -3.523 -0.916 1.373
H -1.797 -0.250 1.802
H -1.754 0.912 -0.725
H -3.369 0.048 -1.173
H -4.545 1.087 1.042
H -2.954 2.159 1.300
H -4.733 3.671 0.129
H -5.139 2.294 -1.142
H -3.434 3.286 -1.219
H 0.930 0.235 -2.251
H 2.445 0.471 -3.345
H 3.632 2.890 -3.845
H 3.249 5.642 -4.056
H 1.117 6.921 -2.716
H -1.622 6.098 -1.773
H -0.513 6.585 -0.327
H -1.631 4.960 -0.256
H -0.256 2.544 -0.866
H 4.824 -1.625 0.085
H 4.123 -0.470 1.407
H 5.907 1.387 -0.269
H 7.307 1.436 1.767
H 6.662 -0.207 2.479
H 5.522 1.404 2.393
H 7.749 0.163 -0.686
H 4.208 -2.501 -2.023
H 4.752 -2.055 -3.846
H 5.992 -1.947 -2.393
H 4.627 0.916 -4.046
Al 3.061 7.239 -2.596
O 4.807 2.993 -7.649
C 4.143 3.864 -6.876
C 4.379 5.350 -7.424
O 3.725 6.221 -6.643
H 4.417 3.893 -5.806
H 3.047 3.742 -6.812
H 4.094 5.320 -8.490
H 5.475 5.468 -7.499
C 3.404 8.891 -8.424
O 4.434 9.385 -7.992
O 3.338 7.859 -9.102
O 2.267 9.346 -8.249
Li -4.139 -2.241 -0.182
C 0.661 5.582 -8.789
Cl 1.117 6.828 -7.600
Cl -1.094 5.661 -9.088
Cl 1.537 5.866 -10.314
Cl 1.082 3.972 -8.152
Li 6.661 1.064 -1.942
C -4.407 -8.965 3.279
F -5.007 -9.886 2.471
F -4.640 -9.371 4.563
F -3.061 -9.105 3.086
S -4.978 -7.259 2.976
O -6.416 -7.297 3.254
O -4.631 -6.998 1.577
N -4.067 -6.562 4.070
S -4.273 -4.992 4.120
O -5.557 -4.518 4.643
O -3.757 -4.231 2.979
C -3.083 -4.665 5.464
F -1.816 -5.068 5.146
F -3.404 -5.327 6.616
F -2.992 -3.344 5.794
Be 8.984 1.416 -0.292
O 0.008 4.371 3.038
C -0.078 5.549 2.404
C 0.046 6.737 3.471
O -0.052 7.915 2.839
H -1.007 5.749 1.842
H 0.686 5.761 1.635
H 0.981 6.541 4.025
H -0.710 6.520 4.247
C -6.676 -11.339 8.482
C -7.019 -9.877 8.283
C -8.331 -9.659 7.594
O -8.151 -8.386 6.999
C -6.809 -8.262 6.764
O -6.306 -7.387 6.081
O -6.108 -9.256 7.391
H -6.708 -11.886 7.534
H -5.657 -11.444 8.869
H -7.369 -11.813 9.183
H -6.969 -9.344 9.240
H -9.174 -9.648 8.290
H -8.532 -10.385 6.798
```

Atom charges from the Löwdin analysis, given in e for atoms 1 to 4: number 1, C, carries -0.021; number 2, C, carries -0.261; number 3, P, carries 0.766; number 4, C, carries -0.270


(3)
Density functional theory data (ωB97M-V/def2-TZVPD) for C34H55BrN2OSi4Ta as an isolated structure in a non-equilibrium geometry.

ΔE to the lowest compared entry with this formula, charge and spin   0.0 kJ/mol
Highest occupied orbital energy   -0.597 Eh
LUMO level   -9.84 eV
Total charge   +3

The geometry in XYZ format:
```
98
C34H55BrN2OSi4Ta (ωB97M-V/def2-TZVPD)
Ta 0.450 0.368 -0.173
C -0.527 -1.411 0.268
Si -2.335 -0.792 0.568
C -2.447 0.920 -0.284
N -1.313 1.914 -0.298
C -1.296 2.764 0.966
C -2.016 4.108 0.843
C -3.286 4.005 0.012
C -2.943 3.508 -1.403
C -1.563 2.846 -1.456
C -3.518 -1.867 -0.368
C -3.665 -1.827 -1.762
C -4.549 -2.668 -2.414
C -5.310 -3.573 -1.682
C -5.189 -3.622 -0.302
C -4.302 -2.777 0.349
C -2.690 -0.726 2.379
C -3.487 0.287 2.927
C -3.774 0.313 4.285
C -3.277 -0.683 5.115
C -2.509 -1.714 4.586
C -2.219 -1.732 3.231
H -0.598 -2.183 -0.490
H -0.178 -1.886 1.183
H -3.356 1.397 0.084
H -2.657 0.683 -1.331
H -0.254 2.941 1.243
H -1.764 2.161 1.742
H -1.348 4.853 0.408
H -2.240 4.452 1.853
H -3.776 4.975 -0.036
H -3.998 3.335 0.501
H -2.903 4.348 -2.098
H -3.714 2.838 -1.781
H -0.791 3.611 -1.429
H -1.454 2.278 -2.380
H -3.113 -1.104 -2.356
H -4.665 -2.612 -3.489
H -6.006 -4.228 -2.189
H -5.792 -4.314 0.270
H -4.232 -2.821 1.430
H -3.910 1.060 2.294
H -4.396 1.098 4.693
H -3.505 -0.668 6.173
H -2.151 -2.507 5.230
H -1.634 -2.558 2.833
C 0.136 0.723 3.102
O 0.632 0.632 1.718
Si 2.421 -0.238 1.713
C 3.262 0.914 2.876
C 2.157 -1.842 2.591
C 2.503 -0.086 -0.122
Si 3.956 1.244 -0.474
C 3.296 2.946 0.045
C 4.523 1.203 -2.255
C 5.515 0.996 0.516
Si 3.070 -1.829 -0.970
C 1.924 -3.270 -0.657
C 3.198 -1.712 -2.828
C 4.747 -2.246 -0.276
H 0.303 -0.237 3.585
H -0.925 0.934 3.079
H 0.687 1.522 3.588
H 2.735 0.886 3.832
H 3.361 1.947 2.552
H 4.258 0.517 3.082
H 2.148 -1.670 3.670
H 2.987 -2.523 2.390
H 1.245 -2.368 2.319
H 2.261 2.975 0.405
H 3.381 3.665 -0.774
H 3.915 3.345 0.850
H 3.800 0.924 -3.014
H 5.383 0.536 -2.349
H 4.887 2.207 -2.494
H 5.460 1.273 1.564
H 6.201 1.721 0.059
H 5.998 0.026 0.429
H 1.013 -3.253 -1.254
H 1.668 -3.478 0.379
H 2.495 -4.136 -1.008
H 2.394 -1.179 -3.336
H 3.176 -2.743 -3.195
H 4.144 -1.286 -3.153
H 4.865 -2.151 0.805
H 5.542 -1.673 -0.753
H 4.933 -3.296 -0.521
Br 1.386 2.220 -2.305
C 0.577 0.780 -3.212
C 0.572 0.714 -4.584
C -0.013 -0.407 -5.161
C -0.554 -1.387 -4.340
C -0.503 -1.227 -2.972
N 0.061 -0.148 -2.386
H 1.011 1.503 -5.179
H -0.042 -0.509 -6.239
H -1.016 -2.273 -4.752
H -0.937 -1.973 -2.326
```

Atom charges from the Löwdin analysis, given in e for atoms 1 to 4: number 1, Ta, carries 1.697; number 2, C, carries -0.316; number 3, Si, carries 0.664; number 4, C, carries -0.211